The following is a DFT calculation (ωB97M-V/def2-TZVPD) of a 4-piece molecular cluster, C30H68N4O4 overall in a non-equilibrium geometry.

Geometry as XYZ:
```
106
Properties=species:S:1:pos:R:3:forces:R:3:mulliken_charge:R:1
H -2.42229 3.35826 0.98228 -0.216 0.204 0.108 0.5275
H -1.51113 0.53031 0.97552 0.470 0.618 -0.016 -0.1520
H -2.21854 3.43556 4.11542 0.187 -0.171 -0.082 0.6812
H -6.07492 3.12989 3.49752 -0.280 0.131 0.415 0.3855
H 4.58942 -5.18846 0.05417 0.204 -0.236 -0.325 0.4946
H -0.14242 2.15723 -6.00411 0.205 -0.267 -0.251 0.3474
H 1.49866 3.23513 -2.94890 -0.254 -0.048 -0.146 0.4792
H -0.65390 -3.06583 3.43327 0.023 0.631 0.263 0.2584
C 2.95718 -4.03063 2.08200 0.096 0.026 -0.565 -0.2160
H -4.69161 3.39248 -5.80035 -0.094 -0.038 -0.223 0.3673
H 6.77252 -4.66154 4.14998 0.302 1.057 -1.260 0.3477
H -4.99213 3.56122 4.83566 -0.464 -0.419 0.440 0.3534
H 7.44793 -6.09402 3.38518 -0.124 0.001 -0.659 0.3290
C 5.06167 -6.28440 1.80143 -1.177 -1.150 -0.950 -0.8975
H -3.75935 3.01655 -3.58097 0.486 0.242 -0.030 0.2482
H -0.36250 0.99793 -2.54176 0.412 0.072 -0.238 0.3757
C -0.71686 4.40952 1.94924 -1.415 -1.971 -1.131 -0.3120
H -0.05938 5.43999 -1.31483 -0.854 -0.371 -0.540 0.2710
H 1.49198 5.13615 -1.02260 0.621 -0.943 -0.226 0.5668
C -4.04414 3.00899 3.02930 0.353 -1.124 0.723 -0.6445
H 3.71088 -6.71063 -0.01123 0.047 -0.136 0.471 0.5271
H -3.09057 0.59232 1.65467 -0.200 0.811 0.315 0.4516
H -1.62466 3.88236 -2.82139 -0.132 -0.766 0.279 0.3740
H -5.42723 1.81063 4.43164 0.585 0.069 0.085 0.3491
H 0.40137 -3.57335 -1.26711 0.237 -0.099 -0.132 0.3687
H 4.79503 -3.40177 1.38555 0.182 -0.317 -0.593 0.4436
H 3.72725 -2.21860 0.83058 -1.041 0.313 0.737 0.2585
C 1.24196 6.08207 -2.90616 0.636 -0.261 0.142 -1.3040
C -5.20294 2.81425 4.07035 0.637 1.046 -1.534 -1.3056
H -4.00802 4.06217 2.75074 -0.021 0.023 0.077 0.3391
C -0.84665 -0.32409 -4.20668 -2.734 -0.116 3.790 -0.6526
H -1.02911 2.63668 0.44016 0.911 -0.451 0.698 0.0036
O 0.74165 0.29637 -0.40108 -4.782 0.931 -1.604 -0.4019
H 1.14079 3.76992 2.80514 0.029 0.631 0.608 0.5073
H -1.72698 -3.85981 2.40170 -0.288 -0.085 -0.176 0.3847
H 2.01084 -5.26963 -1.03582 1.058 -0.397 -0.001 0.3127
C -2.03691 0.68637 1.91749 0.583 0.771 -0.380 -0.5605
C -3.67980 2.23607 -4.33769 0.258 -0.059 0.169 -0.0910
C -1.12919 0.88734 -3.30861 -0.377 0.526 1.796 -0.8193
C -4.82516 2.44538 -5.27759 -0.982 0.371 -0.694 -1.4992
C 0.79939 5.04779 -1.85963 -0.416 -0.658 -0.509 -0.7528
C 0.16443 0.13539 -5.07284 2.218 2.525 -3.788 -0.6582
H 2.03134 -3.61037 2.47479 -0.467 -0.542 -0.440 0.2713
H 1.06183 2.23951 -4.80476 -0.247 -0.298 0.735 0.3982
H -2.03481 0.81243 -2.70666 -0.276 0.139 -0.393 0.4990
H -0.16506 1.75343 4.02159 0.145 0.036 -0.136 0.5193
H -2.39279 -0.41883 3.62842 0.467 -0.346 0.594 0.3437
O 2.72234 0.32185 0.03955 2.534 0.164 1.077 -0.7500
C 2.19783 -4.44007 -0.35394 -1.489 -1.200 0.216 -0.6058
H -0.62853 -0.36656 3.08680 -0.068 0.030 0.532 0.2895
H 0.87996 5.88616 -3.91546 -0.417 0.255 0.109 0.2766
H -0.65104 4.19380 -4.16816 0.208 0.129 -0.080 0.4206
H -0.10014 -0.20426 -6.07421 0.349 0.301 -0.354 0.3377
H 0.63089 -3.08624 0.37331 -0.631 -0.263 0.401 0.0200
C 0.12868 1.72756 -5.03976 -0.902 0.536 -1.267 -0.6110
H -1.82516 -0.57611 -4.61547 0.342 -0.424 -0.615 0.3289
H 1.42634 -6.74470 0.57685 -0.091 0.247 0.205 0.3140
C -2.35235 2.24502 -5.10540 1.321 -0.312 1.843 -0.8061
H -0.08971 5.04115 1.32009 -0.298 -0.485 -0.512 0.2471
C -1.42794 3.09679 1.34423 -2.263 2.020 -0.734 -0.4578
H -2.42798 -3.01516 3.74679 0.213 0.168 0.165 0.4314
H 5.69040 -7.05838 1.36125 0.532 0.301 -0.819 0.6056
C 6.54649 -5.48804 3.47626 -0.878 -0.470 1.360 -0.9357
C -1.67757 -0.46333 2.80709 0.632 1.646 0.714 -0.2394
H -1.51836 5.03765 2.33800 0.120 0.030 0.071 0.3569
H -2.15815 3.10604 -5.74496 -0.376 0.034 0.029 0.3839
H -1.30807 -1.77384 1.12893 0.750 0.069 0.325 0.2563
H -5.77915 2.52314 -4.75609 0.111 0.037 0.229 0.4086
C -1.64386 -2.94770 2.99267 -0.034 -0.573 -0.935 -1.4332
C 0.67285 -3.95546 -0.28304 2.316 0.777 0.047 -0.8225
C -0.22500 2.22570 3.04104 -0.869 0.139 -0.026 -0.4542
H 1.19094 -0.20679 -4.94133 -0.189 -0.002 0.569 0.3455
C 4.02130 -5.90222 0.65074 1.468 2.339 0.449 -0.7413
C 3.87222 -2.89696 1.67136 2.493 -1.612 -0.022 -1.3614
H 4.36059 -2.52284 2.57115 -0.913 1.046 0.123 0.4643
C 1.74434 -6.12556 1.41568 0.740 1.681 1.097 -1.0967
O 1.38676 -0.72347 1.33620 -0.920 -1.808 3.280 -0.5256
H 1.00298 -5.50546 1.91963 -0.682 -0.760 -0.285 0.4010
N -1.65849 2.11698 2.49732 0.879 -0.088 -0.962 0.5124
H 2.32670 6.09170 -3.01263 0.125 -0.267 0.044 0.3376
C 0.58465 3.53339 -2.43537 -1.744 1.341 0.336 0.3392
C 0.07273 3.75067 3.02187 0.702 -1.074 1.431 -1.0191
H -2.86784 -1.71024 1.72362 -0.461 -0.483 0.058 0.3788
C -0.76575 3.47629 -3.35568 1.533 0.531 -0.749 -0.8678
H 0.39204 1.72386 2.29571 0.068 -0.237 0.245 0.1372
H -2.68039 1.74371 4.28161 -0.253 0.032 -0.053 0.4898
C -2.65611 2.58633 3.59059 -0.120 0.024 -1.176 -0.9247
H 5.89170 -5.95492 4.21204 -0.331 -0.976 -0.296 0.3530
H -0.25586 4.20897 3.95466 0.978 -0.136 0.322 0.3069
H 1.02042 7.09136 -2.55925 -0.378 -0.033 -0.292 0.3615
H 0.39556 2.83989 -1.61598 0.398 0.025 0.140 -0.4389
N 2.74548 -5.06075 0.97034 -0.951 -1.348 -1.022 0.0177
H -4.98957 1.65275 -6.00753 0.379 -0.039 -0.081 0.3550
H -2.18044 1.32307 -5.66087 -0.541 0.192 -0.329 0.5100
H 4.63612 -6.95806 2.54519 -0.650 0.686 0.885 0.4162
N 1.60104 -0.02621 0.38866 2.648 0.725 -2.820 0.7155
N -1.09720 2.18710 -4.15473 1.504 -2.211 0.692 0.5405
H -4.25122 2.46623 2.10700 -0.071 -0.190 0.035 0.4111
H 0.02901 -4.81502 -0.09669 0.003 0.370 0.442 0.3787
C -1.83798 -1.72686 2.08029 -1.111 -1.452 -0.487 -0.4410
O 5.79498 -5.19642 2.28438 0.313 0.138 0.537 -0.2684
H 2.26035 -6.69659 2.18753 -0.170 -0.233 -0.148 0.4896
H 3.40023 -4.68122 2.83601 0.155 0.578 0.358 0.5671
H 2.98714 -3.81488 -0.77135 -0.490 0.404 0.239 0.5389
H -0.48930 -1.15465 -3.59793 -0.386 0.000 0.209 0.3436
H -3.84659 1.31366 -3.78142 0.353 -0.221 -0.166 0.2953
```
Forces are in eV/Å.

Properties
HOMO in Eh: -0.443
Net charge: +2
Max |F| in eV/Å: 5.130
HOMO-LUMO gap in eV: 8.3
Total energy in hartree: -1703.01304